Record 1
Formula: C13H40O7
Source: the Open Molecules 2025 dataset
Level of theory: the ωB97M-V functional and the def2-TZVPD basis

Structure (XYZ):
```
60
C13H40O7 (the ωB97M-V functional and the def2-TZVPD basis)
C 20.229 5.102 17.310
C 21.615 4.790 16.769
C 21.736 4.914 15.266
O 22.376 5.890 17.242
H 20.233 5.186 18.397
H 19.444 4.455 16.917
H 19.865 6.091 17.033
H 22.090 3.849 17.047
H 21.295 5.882 15.028
H 21.030 4.190 14.859
H 22.770 4.866 14.923
H 22.031 6.737 16.950
C 24.907 -1.543 7.284
C 24.890 -1.648 8.795
C 24.088 -0.653 9.631
O 24.587 -2.984 9.135
H 25.134 -0.512 7.011
H 23.883 -1.710 6.950
H 25.524 -2.243 6.721
H 25.926 -1.408 9.033
H 23.897 0.343 9.232
H 24.593 -0.383 10.558
H 23.123 -1.022 9.982
H 24.780 -3.022 10.075
C 17.919 11.903 23.522
C 16.757 11.008 23.897
C 15.451 11.715 24.366
O 16.357 10.193 22.832
H 17.695 12.944 23.287
H 18.322 11.661 22.539
H 18.711 11.898 24.271
H 17.168 10.331 24.645
H 14.504 11.199 24.526
H 15.203 12.466 23.616
H 15.597 12.159 25.351
H 16.929 9.423 22.821
C 25.585 4.067 21.643
O 26.231 3.959 20.335
H 24.781 3.371 21.879
H 26.386 3.849 22.349
H 25.207 5.062 21.880
H 25.606 4.348 19.719
C 14.377 13.054 16.612
O 14.897 11.711 16.548
H 14.061 13.507 17.551
H 15.119 13.721 16.172
H 13.615 13.184 15.843
H 15.052 11.270 17.386
C 24.987 9.855 11.626
O 25.019 11.239 12.073
H 23.967 9.504 11.782
H 25.364 9.777 10.607
H 25.569 9.125 12.189
H 25.928 11.536 11.983
C 20.930 11.935 16.511
O 22.204 11.203 16.532
H 20.974 12.935 16.942
H 20.570 11.962 15.482
H 20.321 11.307 17.162
H 22.837 11.555 15.902
```

## Properties
- Kohn-Sham gap (eV) = 10.418
- lowest unoccupied orbital energy (Ha) = 0.0157
- HOMO level (eV) = -10.0
- SMILES = CC(C)O.CC(C)O.CC(C)O.CO.CO.CO.CO
- maximum force (eV/Å) = 2.6
- molecular weight (g/mol) = 308.456
- energy relative to the best compared isomer or geometry (same formula, charge and spin) (eV) = 4.0783
- E (hartree) = -1045.8025

=====

Record 2
Formula: C13H40O9
Source: the Open Molecules 2025 dataset
Level of theory: the ωB97M-V functional and the def2-TZVPD basis

Structure (XYZ):
```
62
C13H40O9 (the ωB97M-V functional and the def2-TZVPD basis)
C 4.330 -1.928 1.098
O 3.332 -1.578 1.996
C 3.259 -2.487 3.102
C 4.469 -2.397 4.094
O 4.664 -1.016 4.474
C 5.605 -0.816 5.540
H 5.310 -1.781 1.552
H 4.176 -1.125 0.378
H 4.292 -2.920 0.649
H 3.100 -3.496 2.722
H 2.348 -2.191 3.621
H 5.353 -2.796 3.595
H 4.282 -3.092 4.913
H 5.216 -1.194 6.486
H 5.715 0.226 5.843
H 6.571 -1.303 5.415
C 4.500 -6.397 -10.598
O 4.317 -5.101 -9.970
C 4.441 -5.128 -8.514
C 3.953 -3.776 -7.969
O 2.622 -3.583 -8.264
C 1.997 -2.425 -7.662
H 3.878 -7.142 -10.101
H 5.581 -6.536 -10.590
H 4.170 -6.339 -11.635
H 5.418 -5.473 -8.174
H 3.837 -5.958 -8.147
H 4.593 -2.958 -8.300
H 4.041 -3.656 -6.889
H 2.397 -1.457 -7.960
H 1.958 -2.508 -6.576
H 0.937 -2.461 -7.915
C -7.882 0.037 7.065
O -7.120 1.009 6.453
H -7.246 -0.787 6.741
H -7.776 0.095 8.149
H -8.925 -0.037 6.757
H -6.293 1.126 6.927
C -2.656 0.608 0.269
O -3.084 1.730 1.096
H -1.725 0.730 -0.284
H -2.410 -0.294 0.829
H -3.288 0.348 -0.580
H -3.505 1.436 1.906
C 2.157 4.715 3.390
O 3.091 4.316 4.458
H 1.621 5.630 3.641
H 2.795 4.748 2.506
H 1.383 3.955 3.283
H 3.269 3.386 4.304
C -5.944 7.192 4.537
O -5.498 8.470 4.909
H -6.621 6.963 5.361
H -6.330 7.171 3.518
H -5.107 6.500 4.628
H -5.063 8.461 5.765
C -8.049 3.946 -1.620
O -8.675 3.899 -2.826
H -7.231 4.662 -1.549
H -8.763 4.231 -0.847
H -7.758 2.901 -1.513
H -8.027 3.646 -3.488
```

## Properties
- Kohn-Sham gap (eV) = 10.047
- lowest unoccupied orbital energy (Ha) = 0.0154
- HOMO level (eV) = -9.6
- SMILES = COCCOC.COCCOC.CO.CO.CO.CO.CO
- maximum force (eV/Å) = 3.4
- molecular weight (g/mol) = 340.454
- energy relative to the best compared isomer or geometry (same formula, charge and spin) (eV) = 7.2625
- E (hartree) = -1196.1727

=====

Record 3
Formula: C13H42N2O7
Source: the Open Molecules 2025 dataset
Level of theory: the ωB97M-V functional and the def2-TZVPD basis

Structure (XYZ):
```
64
C13H42N2O7 (the ωB97M-V functional and the def2-TZVPD basis)
C 13.186 7.737 11.628
O 12.040 7.427 12.422
C 11.294 8.616 12.705
C 9.947 8.210 13.218
C 9.222 7.247 12.267
N 9.117 9.480 13.372
H 13.879 8.416 12.218
H 12.982 8.103 10.613
H 13.756 6.781 11.581
H 11.751 9.282 13.456
H 11.106 9.169 11.769
H 10.107 7.775 14.237
H 8.233 7.068 12.638
H 9.819 6.333 12.365
H 9.205 7.643 11.263
H 8.157 9.205 13.124
H 9.108 9.778 14.351
C 8.709 14.906 11.049
O 8.604 14.215 9.827
C 9.790 13.477 9.495
C 9.723 12.965 8.097
C 8.738 11.773 8.083
N 10.992 12.544 7.479
H 7.734 15.000 11.494
H 9.256 15.823 10.939
H 9.187 14.236 11.781
H 10.697 14.112 9.647
H 9.897 12.634 10.202
H 9.188 13.691 7.466
H 9.180 10.808 8.365
H 8.343 11.637 7.056
H 7.876 11.894 8.746
H 11.337 11.839 8.095
H 11.648 13.316 7.517
C 7.117 12.499 13.593
O 6.374 13.576 13.004
H 7.061 12.496 14.653
H 6.843 11.472 13.278
H 8.201 12.567 13.372
H 5.897 13.245 12.245
C 15.330 13.566 14.339
O 15.665 12.499 13.470
H 14.341 13.833 14.097
H 15.323 13.142 15.351
H 15.916 14.485 14.151
H 16.637 12.317 13.474
C 9.163 13.834 17.109
O 9.891 12.663 16.852
H 8.820 14.413 16.253
H 8.261 13.555 17.563
H 9.672 14.431 17.867
H 10.586 12.882 16.180
C 11.450 12.509 13.672
O 11.986 12.404 15.043
H 10.443 12.177 13.619
H 11.398 13.611 13.485
H 12.118 12.020 12.934
H 11.958 11.508 15.395
C 12.563 8.531 15.969
O 11.784 9.721 16.287
H 12.996 8.487 14.954
H 13.321 8.401 16.733
H 11.782 7.746 15.955
H 11.774 9.781 17.253
```

## Properties
- Kohn-Sham gap (eV) = 10.125
- lowest unoccupied orbital energy (Ha) = 0.0209
- HOMO level (eV) = -9.6
- SMILES = COC[C@H](C)N.COC[C@H](C)N.CO.CO.CO.CO.CO
- maximum force (eV/Å) = 2.3
- molecular weight (g/mol) = 338.486
- energy relative to the best compared isomer or geometry (same formula, charge and spin) (eV) = 1.5358
- E (hartree) = -1156.5227